Record 1
9 unconnected molecules or ions with the total composition C10H31N10O16. Source: the OMol25 dataset; level of theory: ωB97M-V with the def2-TZVPD basis set.

Its net charge is -1. Its spin multiplicity is 1. The LUMO energy comes out at 1.10 eV. For the HOMO energy, the calculation gives -1.6563 eV.

Last column: natural (NBO) charge in e.
Element x y z (Å)
C1 0.7023 0.1325 -0.6018  -0.632
C2 0.8057 -1.2594 -1.2204  -0.223
N1 2.1356 -1.5935 -1.7888  -0.544
N2 3.0489 -0.5091 -2.1384  -0.994
H1 0.2705 0.8156 -1.3319  0.175
H2 0.0096 0.0858 0.2388  0.192
H3 1.6642 0.4863 -0.2405  0.236
H4 0.0212 -1.3402 -1.9941  0.126
H5 0.5587 -2.0017 -0.4512  0.161
H6 1.9300 -2.1046 -2.6437  0.293
H7 2.6007 -0.0121 -2.9234  0.242
C3 0.5014 4.1672 -2.2806  -0.489
N3 -0.4095 3.0532 -2.6512  0.539
O1 -1.5702 3.1019 -2.2763  -0.419
O2 0.0711 2.1532 -3.2953  -0.351
H8 -0.0622 4.8838 -1.6955  0.216
H9 1.3140 3.7225 -1.7116  0.254
H10 0.8809 4.5971 -3.2006  0.242
C4 4.7944 -3.0318 -1.4590  -0.488
N4 5.4360 -3.9897 -0.5232  0.542
O3 5.0103 -5.1319 -0.4626  -0.424
O4 6.3755 -3.5956 0.1454  -0.416
H11 3.9837 -3.5348 -1.9662  0.236
H12 4.3965 -2.1807 -0.9073  0.305
H13 5.5659 -2.6976 -2.1457  0.224
C5 7.2125 -6.8150 0.7413  -0.489
N5 7.7976 -7.8286 1.6620  0.535
O5 8.4258 -8.7513 1.1779  -0.398
O6 7.6109 -7.6732 2.8515  -0.390
H14 7.4684 -7.1006 -0.2711  0.223
H15 6.1398 -6.7955 0.8930  0.259
H16 7.6260 -5.8476 1.0091  0.250
C6 -0.6134 0.3484 4.4163  -0.488
N6 -0.1805 0.1954 2.9979  0.532
O7 0.0676 1.1992 2.3654  -0.365
O8 -0.1339 -0.9410 2.5763  -0.372
H17 -0.6483 1.4043 4.6552  0.227
H18 -1.5930 -0.1098 4.4829  0.240
H19 0.0964 -0.1896 5.0375  0.226
C7 -4.8032 0.6370 2.7309  -0.486
N7 -3.9623 1.3505 3.7308  0.538
O9 -3.6724 0.7653 4.7605  -0.410
O10 -3.6041 2.4741 3.4572  -0.368
H20 -5.0273 -0.3470 3.1184  0.235
H21 -5.7023 1.2284 2.5904  0.241
H22 -4.2273 0.5873 1.8099  0.251
C8 -3.2883 -0.3499 -2.9574  -0.489
N8 -3.0767 -1.5077 -2.0402  0.540
O11 -2.6501 -2.5377 -2.5122  -0.365
O12 -3.3587 -1.3320 -0.8712  -0.397
H23 -3.0022 -0.6541 -3.9565  0.226
H24 -4.3422 -0.0959 -2.8927  0.218
H25 -2.6725 0.4706 -2.5954  0.262
C9 -9.2646 -0.3373 4.9886  -0.484
N9 -8.2638 0.1952 4.0229  0.536
O13 -7.5415 -0.5971 3.4574  -0.372
O14 -8.2371 1.3988 3.8694  -0.380
H26 -9.1645 -1.4152 5.0163  0.233
H27 -9.0509 0.1167 5.9514  0.237
H28 -10.2437 -0.0268 4.6370  0.234
C10 2.4324 8.4242 -4.6467  -0.484
N10 2.0429 7.0306 -4.2925  0.535
O15 1.4295 6.3855 -5.1156  -0.368
O16 2.3704 6.6371 -3.1932  -0.374
H29 2.0747 8.6301 -5.6478  0.229
H30 1.9799 9.0792 -3.9085  0.234
H31 3.5148 8.4786 -4.5813  0.236

---

Record 2
A molecular structure, C22H28ClF3N2NdO4 at a distorted geometry. Source: the OMol25 dataset; level of theory: ωB97M-V with the def2-TZVPD basis set.

Its net charge is -1. Its spin multiplicity is 4. The LUMO energy (spin up / spin down) comes out at 2.60 / 2.60 eV. For the HOMO energy (spin up / spin down), the calculation gives -1.0605 / -0.9816 eV.

Last column: Mulliken spin population.
Element x y z (Å)
Nd1 -1.0538 -0.4961 0.2392  3.132
Cl1 -3.2279 -1.8351 0.7592  -0.003
N1 -1.0915 -1.0297 -2.0978  -0.001
N2 -0.3781 -0.3429 2.5335  -0.012
C1 -0.1284 -1.1723 -2.9430  0.007
C2 0.7952 -0.2470 3.0588  0.005
C3 -2.2778 -0.4245 -2.7264  -0.003
C4 -1.6917 0.0866 -4.0518  0.000
C5 -2.9893 0.6996 -1.9903  0.003
C6 -3.2509 -1.5769 -2.8441  0.003
H1 -2.3187 1.5435 -1.8010  -0.001
H2 -3.4081 0.3929 -1.0105  0.000
H3 -3.8447 1.1301 -2.5593  0.000
H4 -2.7096 -2.4032 -3.3387  0.001
H5 -4.1781 -1.3023 -3.3777  0.000
H6 -3.4845 -1.9121 -1.8155  -0.002
C7 -1.3728 0.4455 3.2813  0.000
C8 -0.4686 1.3056 4.1785  0.000
C9 -2.1970 -0.6018 3.9984  0.003
C10 -2.3329 1.3293 2.5001  0.001
H7 -1.7979 2.0569 1.8820  -0.001
H8 -2.9998 1.9385 3.1517  0.000
H9 -3.0063 0.7653 1.8234  0.000
H10 -1.4853 -1.2630 4.5243  0.001
H11 -2.6951 -1.2131 3.2220  -0.002
H12 -2.9470 -0.1646 4.6812  0.000
O1 0.8765 0.6323 4.0520  0.000
H13 -0.7532 1.3862 5.2579  0.000
H14 -0.3062 2.3050 3.7355  0.000
O2 -0.3568 -0.6194 -4.1288  -0.001
H15 -1.4206 1.1551 -3.9771  0.000
H16 -2.2816 -0.1155 -4.9811  0.000
C11 1.1647 -1.8243 -2.5335  -0.009
C12 1.9638 -1.0080 2.4934  0.004
C13 2.3848 -0.9288 1.0101  -0.018
H17 1.6568 -2.0631 2.6204  -0.010
H18 2.7868 -0.7962 3.1813  0.001
C14 1.4622 -1.4906 0.0059  -0.035
C15 2.0139 -1.3169 -1.3502  -0.024
H19 0.4516 -2.4949 0.3149  -0.003
C16 3.3917 -0.9847 -1.6084  0.020
C17 4.2976 -0.6319 -0.5828  -0.047
C18 3.9905 -1.1589 -3.0036  0.005
C19 3.7596 -0.6004 0.7236  0.011
H20 5.3978 -0.4802 -0.7819  -0.008
C20 4.7593 -0.3598 1.8545  0.004
H21 5.7787 -0.1386 1.4553  -0.002
H22 4.8499 -1.2606 2.5115  -0.001
H23 4.4442 0.4867 2.5079  0.000
H24 3.9286 -2.2242 -3.3391  -0.001
H25 5.0693 -0.8696 -3.0200  -0.001
H26 3.4483 -0.5484 -3.7627  0.001
H27 1.7336 -1.9194 -3.4621  0.001
H28 0.8439 -2.8324 -2.2114  -0.014
F1 -1.9417 4.5222 -1.5169  0.000
C21 -1.7802 3.9423 -0.2989  0.000
F2 -1.6118 4.8398 0.7076  0.000
F3 -2.9177 3.1962 -0.0234  0.000
C22 -0.4411 3.0563 -0.3701  -0.001
O3 0.6333 3.6012 -0.6099  0.000
O4 -0.7358 1.8342 -0.1477  -0.004

---

Record 3
12 unconnected molecules or ions with the total composition C24H72O12S12 at a distorted geometry. Source: the OMol25 dataset; level of theory: ωB97M-V with the def2-TZVPD basis set.

Its net charge is 0. As for the energy relative to the best compared isomer or geometry (same formula, charge and spin): 0.0 kcal per mole. Its spin multiplicity is 1. The LUMO energy comes out at -0.06 eV. For the HOMO energy, the calculation gives -8.4208 eV.

Last column: Löwdin charge in e.
Element x y z (Å)
C1 -1.8689 0.2659 4.0655  -0.260
S1 -2.9778 1.5414 3.3554  0.867
O1 -2.2812 2.1308 2.1556  -0.588
C2 -4.1107 0.3291 2.6537  -0.259
H1 -2.1766 0.0524 5.0891  0.056
H2 -0.8689 0.7114 4.1128  0.029
H3 -1.6579 -0.6432 3.5001  0.037
H4 -4.4063 -0.3996 3.4127  0.057
H5 -3.6421 -0.2158 1.8388  0.024
H6 -5.0291 0.8364 2.3598  0.049
C3 -0.3433 3.9069 3.8075  -0.273
S2 -0.8111 5.4893 3.0395  0.851
O2 -0.0526 6.5370 3.8350  -0.582
C4 0.1766 5.3028 1.5089  -0.247
H7 -1.1153 3.6813 4.5399  0.040
H8 0.6914 3.9363 4.1358  0.047
H9 -0.4552 3.1378 3.0415  -0.006
H10 -0.2121 6.0294 0.7961  0.043
H11 0.0583 4.2975 1.1072  0.019
H12 1.2109 5.5434 1.7391  0.043
C5 0.4842 -3.3468 -1.6644  -0.262
S3 0.8342 -4.8356 -0.6632  0.824
O3 -0.3645 -5.7134 -0.9345  -0.566
C6 2.1333 -5.4493 -1.7945  -0.246
H13 0.1961 -3.5912 -2.6884  0.035
H14 1.4189 -2.7786 -1.7615  0.053
H15 -0.2352 -2.6777 -1.1924  0.008
H16 1.7592 -5.5324 -2.8160  0.060
H17 2.4064 -6.4490 -1.4659  0.053
H18 2.9559 -4.7344 -1.8157  0.032
C7 0.6158 -1.6611 -6.7971  -0.265
S4 -0.5825 -2.2156 -5.5207  0.858
O4 0.0477 -3.4737 -4.9825  -0.582
C8 -0.1843 -0.8823 -4.3332  -0.259
H19 0.6372 -2.3523 -7.6341  0.045
H20 1.5970 -1.5504 -6.3403  0.051
H21 0.2743 -0.6861 -7.1556  0.041
H22 -0.9763 -0.7014 -3.6081  0.024
H23 0.0271 0.0200 -4.9140  0.036
H24 0.7228 -1.0605 -3.7528  0.055
C9 1.2437 -1.4438 6.5452  -0.256
S5 0.8359 -1.9154 4.8601  0.840
O5 1.2857 -0.8084 3.9433  -0.569
C10 1.9091 -3.3489 4.7676  -0.261
H25 2.1716 -0.8572 6.4999  0.062
H26 1.4253 -2.2693 7.2280  0.053
H27 0.5690 -0.7157 6.9957  0.053
H28 1.7987 -3.9205 5.6887  0.054
H29 2.9844 -3.1656 4.6759  0.062
H30 1.6497 -3.9624 3.9052  0.052
C11 -0.6657 1.6805 -0.2784  -0.248
S6 -1.2921 0.0104 0.0393  0.836
O6 -1.1610 -0.7297 -1.2734  -0.571
C12 0.0446 -0.6898 1.0352  -0.251
H31 -1.5486 2.3258 -0.2669  0.033
H32 -0.1792 1.6920 -1.2471  0.023
H33 -0.1470 2.0126 0.6190  0.000
H34 0.4220 0.0008 1.7906  0.023
H35 0.8548 -0.8752 0.3258  0.047
H36 -0.3169 -1.5999 1.5063  0.020
C13 -3.2609 -3.5862 -0.1778  -0.220
S7 -2.7774 -3.2404 1.5412  0.787
O7 -4.0009 -3.1419 2.3982  -0.558
C14 -2.0869 -4.8716 1.8391  -0.263
H37 -2.3619 -3.8348 -0.7412  0.037
H38 -3.7916 -2.6838 -0.4796  0.017
H39 -3.9157 -4.4543 -0.2660  0.069
H40 -1.5517 -4.9201 2.7897  0.043
H41 -1.4259 -5.2073 1.0394  0.010
H42 -2.8759 -5.6211 1.9298  0.065
C15 -1.6274 5.4562 -4.7546  -0.262
S8 -2.2319 4.6917 -3.2029  0.828
O8 -3.7135 4.5322 -3.3804  -0.569
C16 -1.4884 3.0646 -3.6121  -0.250
H43 -0.5550 5.3888 -4.9382  0.046
H44 -1.8427 6.5218 -4.6744  0.045
H45 -2.1979 5.0098 -5.5670  0.056
H46 -1.6455 2.2529 -2.9121  0.029
H47 -0.4286 3.3182 -3.7029  0.030
H48 -1.8272 2.8135 -4.6174  0.057
C17 3.6149 3.6481 -1.7470  -0.236
S9 3.2964 2.1164 -2.6745  0.820
O9 1.9899 1.5706 -2.1901  -0.566
C18 3.0675 2.8340 -4.3242  -0.258
H49 4.3950 4.2663 -2.1914  0.058
H50 3.8740 3.3330 -0.7438  0.010
H51 2.7031 4.2444 -1.8074  0.064
H52 2.1693 3.4404 -4.4312  0.045
H53 3.0288 2.0010 -5.0260  0.044
H54 3.9592 3.4103 -4.5737  0.052
C19 5.7197 -3.4348 1.8533  -0.255
S10 4.3524 -3.9223 0.7660  0.813
O10 3.7146 -5.1013 1.4472  -0.561
C20 3.2013 -2.5236 1.0490  -0.246
H55 6.3487 -4.3142 1.9429  0.050
H56 5.3664 -3.0706 2.8177  0.047
H57 6.2412 -2.5934 1.3916  0.051
H58 3.5415 -1.5735 0.6362  0.036
H59 3.0017 -2.3947 2.1149  0.041
H60 2.2519 -2.7933 0.5934  0.002
C21 -4.8329 1.6065 -1.5431  -0.245
S11 -5.0178 0.1849 -2.6586  0.832
O11 -4.7547 -1.0326 -1.7942  -0.580
C22 -6.8390 0.2297 -2.9128  -0.247
H61 -3.7901 1.6688 -1.2458  0.027
H62 -5.4463 1.4937 -0.6482  0.056
H63 -5.1785 2.4961 -2.0721  0.044
H64 -7.2118 -0.6409 -3.4406  0.048
H65 -7.0056 1.1446 -3.4848  0.045
H66 -7.3125 0.3148 -1.9357  0.050
C23 2.9125 1.9560 3.5781  -0.260
S12 2.3551 2.4019 1.9176  0.823
O12 3.0263 3.7083 1.5957  -0.542
C24 3.3944 1.1646 1.0491  -0.226
H67 2.2772 1.2064 4.0641  0.018
H68 2.9104 2.8129 4.2558  0.053
H69 3.9166 1.5350 3.6801  0.058
H70 4.4343 1.4466 1.1746  0.069
H71 2.9976 1.3069 0.0392  0.007
H72 3.1551 0.1458 1.3488  0.019

---

Question: net charge of number 2 (C22H28ClF3N2NdO4)?
Answer: -1

---

Question: Look up the net charge of the first one.
Answer: -1

---

Question: net charge of number 1 (C10H31N10O16)?
Answer: -1